No. 1
{
  "formula": "C45H43BrHfN3OSSbSi",
  "method": "ωB97M-V/def2-TZVPD",
  "max_force_ev_per_a": 2.17,
  "energy_ha": -5529.74306,
  "orbital_gap_ev": 6.662,
  "charge": 2,
  "de_lowest_kcal_mol": 25.8,
  "lumo_energy_ev": -6.51,
  "elements": ["Hf", "Br", "C", "C", "C", "C", "O", "C", "C", "N", "C", "C", "C", "C", "C", "C", "C", "C", "N", "C", "C", "H", "H", "H", "H", "H", "H", "H", "H", "H", "H", "C", "Si", "C", "C", "C", "C", "C", "C", "N", "C", "S", "H", "H", "H", "H", "H", "H", "H", "H", "H", "H", "H", "H", "C", "C", "C", "C", "C", "C", "C", "Sb", "C", "C", "C", "C", "C", "C", "C", "C", "C", "C", "C", "C", "C", "C", "H", "H", "H", "H", "H", "H", "H", "H", "H", "H", "H", "H", "H", "H", "H", "H", "H", "H", "H", "H", "H"],
  "xyz": [[-0.7928, -0.6626, 0.9177], [-0.7331, 6.2090, 3.7959], [-1.1144, 4.5107, 3.0357], [-2.1396, 4.3874, 2.0862], [-2.3853, 3.1730, 1.4995], [-1.6245, 2.0322, 1.8125], [-1.8635, 0.9160, 1.1697], [-0.6116, 2.1441, 2.8199], [0.0509, 1.0123, 3.3666], [-0.0794, -0.2132, 2.9250], [0.3449, -1.3305, 3.6531], [0.9660, -1.3122, 4.8879], [1.2256, -2.4955, 5.5867], [0.8466, -3.7112, 5.0837], [0.2205, -3.7870, 3.8227], [-0.2129, -5.0008, 3.2521], [-0.8185, -4.9882, 2.0200], [-0.9761, -3.7733, 1.3501], [-0.5845, -2.6119, 1.8531], [-0.0107, -2.5926, 3.0871], [-0.3831, 3.4102, 3.4116], [-2.7224, 5.2512, 1.8064], [-3.1614, 3.0635, 0.7596], [0.6287, 1.2024, 4.2709], [1.2437, -0.3810, 5.3553], [1.7096, -2.4331, 6.5484], [1.0174, -4.6181, 5.6416], [-0.0647, -5.9265, 3.7872], [-1.1663, -5.8945, 1.5537], [-1.4281, -3.7427, 0.3632], [0.3748, 3.5119, 4.1740], [-1.5634, -1.4018, -4.4214], [-3.2426, -2.0638, -3.8352], [-3.2658, -3.9664, -3.8359], [-4.6267, -1.1947, -4.8065], [-3.6140, -1.6684, -1.9862], [-4.9225, -1.6361, -1.5274], [-5.2086, -1.4715, -0.1763], [-4.1616, -1.3142, 0.7083], [-2.8803, -1.3306, 0.3071], [-2.6295, -1.5045, -1.0156], [-0.9243, -1.5336, -1.3601], [-1.6325, -1.0964, -5.4594], [-0.7784, -2.1483, -4.3436], [-1.2456, -0.5371, -3.8513], [-3.2006, -4.3523, -4.8465], [-4.1729, -4.3621, -3.3905], [-2.4173, -4.3626, -3.2843], [-4.2766, -0.9297, -5.7988], [-4.9530, -0.2759, -4.3283], [-5.4979, -1.8281, -4.9399], [-5.7277, -1.7358, -2.2363], [-6.2269, -1.4665, 0.1760], [-4.3361, -1.1706, 1.7691], [0.9497, 4.5435, -0.0490], [2.3414, 4.0481, -0.3022], [3.3476, 4.9822, -0.5292], [4.6487, 4.5872, -0.7675], [4.9708, 3.2412, -0.7791], [3.9881, 2.2959, -0.5513], [2.6840, 2.7004, -0.3150], [1.1441, 1.2132, -0.0565], [0.5612, 1.2126, -2.1387], [-0.7372, 1.7095, -2.2698], [-1.2299, 2.0704, -3.5092], [-0.4290, 1.9130, -4.6301], [0.8323, 1.3629, -4.5040], [1.3573, 1.0099, -3.2615], [2.7433, 0.4568, -3.1804], [2.2063, -0.5662, 0.6612], [1.9135, -1.7979, 0.0732], [2.4189, -2.9744, 0.6102], [3.2086, -2.9243, 1.7468], [3.4969, -1.7051, 2.3331], [3.0006, -0.5117, 1.8138], [3.4135, 0.7865, 2.4392], [0.9789, 5.5159, 0.4374], [0.3963, 3.8526, 0.5920], [0.4101, 4.6545, -0.9903], [3.0984, 6.0328, -0.5208], [5.4116, 5.3296, -0.9282], [5.9830, 2.9292, -0.9711], [4.2360, 1.2427, -0.5423], [-1.3700, 1.7987, -1.3854], [-2.2243, 2.4770, -3.5992], [-0.7918, 2.2068, -5.6024], [1.4404, 1.2146, -5.3836], [2.9714, -0.1328, -4.0658], [2.8737, -0.1645, -2.2930], [3.4589, 1.2780, -3.1358], [1.4129, -1.8415, -0.8892], [2.2285, -3.9141, 0.1158], [3.6398, -3.8281, 2.1465], [4.1501, -1.6720, 3.1919], [3.6896, 0.6473, 3.4811], [2.6320, 1.5494, 2.3735], [4.2927, 1.1723, 1.9208]],
  "atomic_forces_ev_per_a": [[-0.7, -0.8, -1.1], [-0.1, -0.4, -0.2], [0.2, 0.2, 0.2], [0.3, 0.0, 0.2], [0.2, -0.6, -0.1], [0.1, 1.4, 0.7], [-0.9, 0.9, 0.6], [-0.6, 0.2, -0.4], [-0.2, -0.2, 0.2], [0.2, 0.7, 0.3], [0.4, -0.9, 1.0], [-0.3, 0.2, -0.6], [0.0, -0.4, 0.0], [0.1, 0.2, 0.0], [0.0, 0.4, -0.3], [-0.1, 0.2, -0.3], [0.1, 0.1, 0.1], [-0.1, -0.2, -0.2], [-0.2, -0.8, 0.8], [0.5, -0.1, 0.9], [-0.2, 0.1, -0.1], [-0.1, 0.1, 0.0], [-0.1, 0.0, -0.1], [0.0, -0.1, -0.1], [0.0, 0.1, 0.0], [0.0, 0.0, 0.1], [0.0, -0.1, 0.1], [0.0, -0.1, 0.1], [0.0, -0.1, -0.1], [0.1, 0.0, 0.1], [0.1, 0.0, 0.1], [-0.5, -0.2, 0.2], [0.0, 0.0, -0.1], [-0.1, 0.8, -0.2], [0.4, -0.5, 0.3], [0.3, 0.1, -0.3], [0.1, 0.0, 0.2], [0.2, 0.0, 0.1], [-0.1, 0.1, 0.3], [-0.4, -0.3, -0.6], [-0.4, -0.1, 0.4], [0.6, -0.6, -0.7], [-0.1, 0.0, -0.3], [0.1, -0.2, 0.0], [0.0, 0.1, 0.0], [0.0, -0.1, -0.3], [-0.2, 0.0, 0.1], [0.2, 0.0, 0.1], [0.1, 0.0, -0.2], [0.0, 0.1, 0.2], [-0.2, -0.1, 0.0], [-0.2, -0.1, -0.1], [-0.1, 0.0, 0.1], [0.0, 0.0, -0.1], [0.0, -0.1, -0.1], [-0.1, 0.1, 0.2], [0.0, -0.1, -0.1], [0.0, 0.0, 0.0], [0.1, -0.1, -0.1], [0.0, -0.3, 0.1], [-0.5, -0.1, 0.4], [1.5, 0.6, -1.4], [0.1, 0.0, 0.4], [0.0, 0.0, 0.2], [0.0, 0.1, 0.0], [0.0, 0.0, 0.0], [0.0, 0.0, 0.0], [-0.1, 0.0, 0.1], [0.1, 0.1, 0.0], [-0.4, 0.4, -0.7], [0.4, -0.1, -0.3], [0.1, -0.1, 0.1], [-0.2, -0.2, -0.3], [0.0, 0.3, -0.1], [0.1, -0.2, 0.2], [0.0, 0.0, 0.0], [-0.1, 0.0, 0.1], [-0.1, 0.1, 0.0], [-0.1, 0.0, 0.0], [0.0, 0.1, 0.0], [0.1, 0.1, -0.1], [0.2, -0.1, 0.0], [0.1, -0.1, -0.1], [0.0, 0.1, -0.2], [-0.2, 0.0, 0.0], [-0.1, 0.0, -0.1], [0.1, 0.0, -0.1], [0.1, -0.1, 0.0], [0.1, 0.0, 0.0], [0.1, 0.0, 0.0], [0.1, 0.0, 0.2], [0.0, -0.1, -0.1], [0.0, -0.1, 0.1], [0.1, 0.0, 0.2], [0.0, 0.0, 0.1], [0.1, 0.0, 0.0], [-0.1, 0.1, 0.0]]
}

No. 2
{
  "formula": "C12H38O10",
  "method": "ωB97M-V/def2-TZVPD",
  "max_force_ev_per_a": 2.54,
  "smiles": "O=C1CCCO1.CO.CO.CO.CO.CO.CO.CO.CO",
  "energy_ha": -1232.24983,
  "orbital_gap_ev": 10.002,
  "de_lowest_kcal_mol": 48.1,
  "lumo_energy_ev": 0.26,
  "elements": ["O", "C", "C", "C", "C", "O", "H", "H", "H", "H", "H", "H", "C", "O", "H", "H", "H", "H", "C", "O", "H", "H", "H", "H", "C", "O", "H", "H", "H", "H", "C", "O", "H", "H", "H", "H", "C", "O", "H", "H", "H", "H", "C", "O", "H", "H", "H", "H", "C", "O", "H", "H", "H", "H", "C", "O", "H", "H", "H", "H"],
  "xyz": [[0.6092, -0.3826, 0.5493], [-0.4339, 0.1410, 0.1674], [-1.6411, 0.6369, 0.9600], [-2.6599, 1.0636, -0.0967], [-1.8891, 1.0447, -1.3780], [-0.6356, 0.4052, -1.1023], [-1.9399, -0.0539, 1.7668], [-1.2981, 1.5228, 1.4630], [-3.3885, 0.2745, -0.3157], [-3.1686, 2.0108, 0.0539], [-2.4158, 0.4462, -2.1399], [-1.6090, 2.0209, -1.6494], [3.1237, -0.0487, -1.8722], [2.6459, -1.3610, -2.2039], [2.3486, 0.5853, -1.4570], [4.0088, -0.0505, -1.2415], [3.4527, 0.4195, -2.7969], [2.0467, -1.5033, -1.4767], [1.7683, -0.3180, 4.1675], [0.3585, 0.1515, 4.2791], [1.8254, -0.8889, 3.1985], [2.5026, 0.4767, 4.1497], [1.9214, -0.9935, 5.0028], [0.3162, 0.8580, 4.9544], [3.6604, -3.9129, -0.1277], [4.6267, -3.1823, -0.9286], [2.9767, -4.4731, -0.7769], [4.2046, -4.6344, 0.4284], [3.0856, -3.2021, 0.4904], [4.1556, -2.3889, -1.2166], [-1.2924, -2.7356, 3.3455], [-1.9092, -1.4455, 3.5289], [-0.4103, -2.7989, 2.7179], [-1.0335, -3.2137, 4.3078], [-2.1100, -3.3659, 2.9857], [-1.1948, -0.8733, 3.7578], [-4.6537, 3.8834, -3.1956], [-3.7121, 3.5940, -2.1600], [-4.3484, 4.6894, -3.8584], [-4.8035, 2.9526, -3.7326], [-5.6275, 4.1978, -2.7645], [-3.7166, 4.2527, -1.4771], [5.8191, -2.0248, 2.0228], [5.9720, -1.3776, 0.7402], [5.4222, -1.2532, 2.7491], [5.1235, -2.8199, 1.9013], [6.7503, -2.3840, 2.3711], [5.7393, -1.9866, 0.0209], [-1.2096, 4.4728, 0.4892], [-2.5010, 4.4341, 1.1609], [-0.3730, 4.3417, 1.1555], [-1.3678, 3.6839, -0.2316], [-1.0999, 5.4222, -0.0017], [-2.4203, 3.7595, 1.8375], [-3.3067, -1.3809, -4.3982], [-3.6431, -1.1089, -5.7856], [-4.0861, -0.8513, -3.7722], [-3.3850, -2.4194, -4.1200], [-2.3253, -0.9646, -4.1813], [-2.8544, -1.3432, -6.2648]],
  "atomic_forces_ev_per_a": [[-1.5, 0.6, -0.3], [0.9, -0.7, 1.3], [0.1, -0.1, 0.3], [-0.8, -1.5, 0.1], [0.5, -0.5, -0.2], [0.5, -0.5, -1.2], [0.0, 0.1, -0.6], [0.4, 0.5, 0.5], [-0.4, 0.2, 1.0], [0.0, -0.1, 0.2], [0.5, 0.7, 0.0], [-0.1, 1.2, -1.1], [0.5, 0.5, -1.1], [0.4, 0.7, 0.6], [-0.2, -0.1, 0.3], [0.0, -0.2, 0.5], [-0.1, 0.0, -0.2], [-0.8, -0.6, 0.3], [-1.8, -0.7, -0.8], [1.4, 0.5, 0.2], [-0.1, 0.7, 1.0], [-0.1, 0.3, 0.1], [0.4, -0.1, 0.0], [0.1, -0.7, -0.5], [-0.1, 1.0, -1.3], [-0.5, -0.3, 0.6], [0.0, 0.2, 0.0], [0.4, -0.4, 0.8], [0.2, -0.5, 0.0], [-0.1, -0.1, -0.6], [-1.4, -0.5, 1.1], [0.1, -1.4, -0.6], [0.0, 0.5, -0.4], [0.1, 0.5, -0.1], [0.4, 0.0, -0.4], [0.9, 1.1, 0.5], [-0.7, 0.2, 1.0], [0.2, -0.6, -0.7], [0.4, -0.1, -0.2], [0.0, 0.1, -0.2], [0.4, -0.3, -0.2], [-0.2, 0.6, 0.4], [-0.9, 2.2, -0.9], [0.2, 0.3, 0.6], [0.4, -0.9, -0.7], [-0.6, -0.8, 0.3], [1.1, -0.5, 0.5], [0.0, -0.3, 0.5], [-1.8, -0.5, 0.1], [0.7, 0.6, 0.3], [0.2, -0.3, 0.2], [1.2, -0.2, -0.6], [-0.1, 0.4, -0.2], [-0.2, -0.1, 0.2], [-1.5, 1.5, -0.1], [0.0, -0.4, 1.3], [0.9, -0.4, -0.7], [0.2, -0.5, -0.2], [0.1, -0.1, 0.2], [0.3, -0.1, -0.5]]
}